Record 1
Entry from the Open Molecules 2025 dataset: one molecule with the formula C2H4N2O2 in a non-equilibrium geometry (the ωB97M-V functional and the def2-TZVPD basis).

Last columns: bonded neighbours and bond lengths (Å).
CARTESIAN COORDINATES (ANGSTROEM)
1 C -1.3665 1.1385 -0.0173  N4 1.311, H7 1.082, H8 1.122
2 C 0.7822 0.0359 0.0564  N3 1.415, N4 1.504, O6 1.212
3 N 1.4531 -1.2086 -0.0052  C2 1.415, H9 1.010, H10 0.974
4 N -0.7211 0.0005 0.0630  C1 1.311, C2 1.504, O5 1.306
5 O -1.3564 -1.1394 0.0146  N4 1.306
6 O 1.3342 1.1141 0.0327  C2 1.212
7 H -2.4086 1.3072 -0.2535  C1 1.082
8 H -0.8964 2.1242 0.2383  C1 1.122
9 H 0.7765 -1.9569 -0.0604  N3 1.010
10 H 2.4030 -1.4155 -0.0686  N3 0.974

The calculation puts the HOMO energy (spin up / spin down) at -0.263 / -0.387 hartree. The total energy is -338.4429 hartree. The spin multiplicity is 3.

These are the Löwdin partial charges, in e, on atoms 1 to 6: C 0.0347; C -0.4450; N 0.1729; N -0.2167; O 0.0600; O 0.0650

***

Record 2
Entry from the Open Molecules 2025 dataset: one molecule with the formula C2H4N2O2S in a non-equilibrium geometry (the ωB97M-V functional and the def2-TZVPD basis).

Last columns: bonded neighbours and bond lengths (Å).
CARTESIAN COORDINATES (ANGSTROEM)
1 C -0.6631 -0.5356 0.5476  C2 1.680, N4 1.318, S7 1.629
2 C -0.4823 0.8598 -0.3706  C1 1.680, N3 1.445, H8 1.027, H9 1.098
3 N 0.3924 0.5009 -1.4634  C2 1.445, O5 1.206
4 N 0.5167 -0.8923 1.0157  C1 1.318, O6 1.353, H10 1.104
5 O -0.1345 0.2148 -2.5102  N3 1.206
6 O 1.6183 -0.1193 0.8809  N4 1.353, H11 1.001
7 S -2.1489 -1.2021 0.6039  C1 1.629
8 H -1.4302 1.1563 -0.6302  C2 1.027
9 H 0.0506 1.5607 0.2858  C2 1.098
10 H 0.6270 -1.7452 1.7072  N4 1.104
11 H 1.6541 0.2019 -0.0665  O6 1.001

The calculation puts the HOMO energy (spin up / spin down) at -0.325 / -0.325 hartree. The total energy is -736.6160 hartree. The SMILES is O=NCC(=S)NO.

These are the Löwdin partial charges, in e, on atoms 1 to 6: C -0.8229; C -0.1533; N -0.0877; N -0.0897; O 0.0477; O -0.0405